(1)
ORCA calculation (wB97M-V/def2-TZVPD) on an isolated molecule of C3H6NOP in a non-equilibrium geometry.

As for the HOMO energy (alpha / beta): -7.639 / -7.635 eV. The value obtained for the LUMO energy (alpha / beta) is 0.18 / 0.18 eV. Its total energy is -589.08225 Eh. As for the max |F|: 4.488 eV Å⁻¹. Its total charge is 0. As for the orbital gap (alpha / beta): 7.82 / 7.82 eV.

Last column: Löwdin charge in e.
Atoms and positions in Å:
C: 0.565 1.471 -0.192  -0.32
C: 1.254 0.117 -0.643  -0.22
C: -0.326 -0.850 0.510  -0.52
N: -0.515 1.481 0.443  0.08
O: 0.276 -0.845 -0.639  -0.13
P: -1.901 -1.547 0.655  0.86
H: 1.152 2.315 -0.515  0.08
H: 1.856 0.239 -1.703  0.17
H: 2.073 0.018 0.048  0.10
H: 0.291 -0.444 1.258  0.07
H: -2.367 -1.452 -0.640  -0.09
H: -2.360 -0.504 1.417  -0.09

Cartesian forces, eV/Å:
C -1.45 -0.64 0.25
C 2.19 2.35 -3.13
C -0.01 3.07 -0.89
N 1.60 -1.60 -0.67
O 0.78 -0.99 -1.16
P -0.63 -2.63 1.35
H 0.14 0.69 -0.07
H -2.07 -0.58 2.34
H 0.21 -0.84 0.75
H 0.25 -0.39 1.73
H -0.26 0.82 -0.49
H -0.77 0.73 -0.03


(2)
ORCA calculation (wB97M-V/def2-TZVPD) on a structure of composition C3H6NOS2 in a non-equilibrium geometry.

As for the HOMO energy: -3.814 eV. The value obtained for the LUMO energy is 3.62 eV. Its total energy is -1044.23864 Eh. As for the max |F|: 3.912 eV Å⁻¹. Its total charge is -1. As for the orbital gap: 7.43 eV.

Last column: Löwdin charge in e.
Atoms and positions in Å:
C: -1.693 0.460 0.478  -0.11
C: -0.607 1.112 -0.440  -0.08
C: -0.979 -0.857 0.132  -0.85
N: -0.032 -0.219 -0.557  -0.26
O: 1.039 -0.580 -1.231  -0.16
S: 3.479 -0.307 0.207  0.07
S: -1.242 -2.458 0.300  0.50
H: -1.626 0.681 1.488  0.08
H: -2.665 0.653 0.297  0.06
H: -1.046 1.432 -1.308  0.08
H: 0.165 1.719 0.098  0.13
H: 2.049 -0.373 -0.641  -0.17
H: 3.158 -1.263 1.177  -0.29

Cartesian forces, eV/Å:
C 3.71 -0.85 -0.75
C 1.62 -0.74 3.48
C 0.15 0.16 -0.96
N -1.04 0.39 0.69
O 0.33 -0.22 -0.56
S 0.02 -0.62 1.04
S -0.37 -0.86 0.50
H 0.81 0.46 2.15
H -3.34 0.04 -1.55
H -0.49 1.37 -2.31
H -1.00 0.35 -0.85
H -0.56 -0.38 0.14
H 0.19 0.90 -1.01


(3)
ORCA calculation (wB97M-V/def2-TZVPD) on an isolated molecule of C3H6NP in a non-equilibrium geometry.

As for the HOMO energy: -9.591 eV. The value obtained for the LUMO energy is 0.70 eV. As for the SMILES: C[C@H](P)C#N. Its total energy is -513.93814 Eh. As for the max |F|: 4.423 eV Å⁻¹. Its total charge is 0. As for the orbital gap: 10.29 eV.

Last column: Löwdin charge in e.
Atoms and positions in Å:
C: -1.114 -0.770 -1.015  -0.37
C: 0.396 1.184 -0.271  -0.04
C: -0.641 -0.189 0.208  -0.57
N: -1.406 -1.306 -1.951  0.16
P: 0.332 -1.359 1.304  0.80
H: 1.442 0.810 -0.230  0.05
H: 0.151 1.337 -1.286  0.03
H: 0.252 2.053 0.304  0.03
H: -1.541 0.211 0.557  0.06
H: 0.973 -0.413 2.254  -0.08
H: 1.156 -1.557 0.126  -0.07

Cartesian forces, eV/Å:
C 1.94 0.84 3.10
C -0.57 -4.00 0.46
C 2.73 2.97 -0.87
N -1.36 -1.90 -3.76
P -0.67 -0.20 -0.30
H -0.75 0.34 0.16
H -0.27 0.46 -1.09
H -0.31 0.83 0.94
H -1.14 0.87 1.65
H -0.09 -0.48 -1.51
H 0.49 0.25 1.22


(4)
ORCA calculation (wB97M-V/def2-TZVPD) on the ion C3H6NS2 with charge +1 in a non-equilibrium geometry.

As for the HOMO energy: -13.434 eV. The value obtained for the LUMO energy is -4.85 eV. As for the SMILES: S[C@H]1[NH2+]C=CS1. Its total energy is -968.68495 Eh. As for the max |F|: 4.414 eV Å⁻¹. Its total charge is +1. As for the orbital gap: 8.59 eV.

Last column: Löwdin charge in e.
Atoms and positions in Å:
C: -0.928 0.702 -0.651  -0.12
C: -1.450 -0.534 -0.621  -0.52
C: 0.767 -0.284 0.807  -0.60
N: 0.135 0.967 0.391  -0.05
S: -0.840 -1.767 0.324  0.92
S: 2.124 -0.478 -0.392  0.82
H: -1.154 1.519 -1.213  0.09
H: -2.374 -0.883 -1.184  0.12
H: 0.971 -0.490 1.872  0.10
H: 1.009 1.520 -0.053  0.20
H: -0.265 1.532 1.066  0.14
H: 2.006 -1.804 -0.345  -0.11

Cartesian forces, eV/Å:
C 0.34 -2.47 1.44
C -1.44 0.80 -1.25
C -1.12 -2.89 -0.75
N 2.87 -0.18 -3.35
S 2.80 1.29 1.65
S -0.52 -0.46 0.89
H -0.82 1.95 -1.42
H 1.31 1.03 0.32
H -0.18 0.70 -0.60
H -2.63 -0.86 0.96
H -0.94 1.36 2.35
H 0.34 -0.26 -0.23


Across the entries above, energy above the lowest of the compared OMol25 structures with the same formula, charge and spin takes the values 4.461 0.502 0.859 2.075 eV, respectively.